# C5H16N2O

A cluster of 2 separate species, C5H16N2O in total (the ωB97M-V functional and the def2-TZVPD basis, OMol25).

Geometry as ORCA input:
```
! RIJCOSX wB97M-V def2-TZVPD def2/J DEFGRID3
* xyz 0 1
C 1.05 1.41 2.10
C 0.27 1.67 0.76
N -0.98 0.92 0.67
C -0.96 -0.55 0.81
C -0.44 -1.19 -0.48
N 0.37 -2.35 -0.16
C 1.79 -2.07 0.12
H 0.56 1.28 3.07
H 1.62 0.48 2.06
H 1.78 2.21 2.29
H -0.08 2.69 0.90
H 1.00 1.55 -0.03
H -1.63 1.40 1.27
H -0.23 -0.81 1.58
H -1.97 -0.67 1.22
H 0.21 -0.42 -0.94
H -1.24 -1.54 -1.13
H 0.39 -3.05 -0.89
H 2.29 -2.98 0.43
H 1.90 -1.21 0.78
H 2.21 -1.63 -0.80
O -2.92 1.82 -4.37
H -2.76 1.77 -5.29
H -2.25 1.26 -3.97
*
```

Calculated values
Strongest force on any atom in eV/A: 3.1
Gap between HOMO and LUMO in Ha: 0.3411
Structure (SMILES): CCNCCNC.O
Electronic energy in eV: -10470.7000
Energy relative to the best compared isomer or geometry (same formula, charge and spin) in kJ/mol: 175.8